Arrangement A

Entry from the Open Molecules 2025 dataset: the molecule C5H4N2O (wB97M-V/def2-TZVPD).

HOMO-LUMO gap, Eh: 0.3274
Total charge: 0
Molar mass, Da: 108.10
HOMO, eV: -8.198
LUMO energy, eV: 0.712

CARTESIAN COORDINATES (ANGSTROEM)
1 C 1.57083 -0.74624 -0.21661
2 C 0.65461 -0.69228 0.88357
3 C -0.48447 -0.09451 0.49331
4 C -1.71491 0.49939 0.93250
5 N -2.27732 1.00042 -0.11548
6 O -1.36257 0.92277 -1.32501
7 C -0.34751 0.25510 -0.78424
8 N 0.97851 0.03888 -1.26675
9 H 2.65523 -0.90251 -0.35257
10 H 0.91397 -1.27807 1.85636
11 H -2.15810 0.27740 1.86462
12 H 1.57173 0.71966 -1.96970

---

Arrangement B

Entry from the Open Molecules 2025 dataset: the molecule C5H4N2O (wB97M-V/def2-TZVPD).

HOMO-LUMO gap, Eh: 0.3396
Total charge: 0
Molar mass, Da: 108.10
HOMO, eV: -9.593
LUMO energy, eV: -0.352

CARTESIAN COORDINATES (ANGSTROEM)
1 O 0.08211 2.58369 -0.12584
2 C 0.63973 1.54698 -0.16739
3 N 1.03589 0.53562 -1.11676
4 C 0.09818 -0.33024 -1.44211
5 C -0.90997 -0.72832 -0.53022
6 C -0.64997 -0.72541 0.67795
7 C 0.55415 -0.08392 1.30368
8 N 1.20121 0.96871 1.01844
9 H 0.18342 -0.87206 -2.29733
10 H -1.77507 -1.23368 -0.97757
11 H -1.29006 -0.83736 1.54028
12 H 0.83039 -0.82402 2.11686

---

Arrangement C

Entry from the Open Molecules 2025 dataset: the molecule C5H4N2O (wB97M-V/def2-TZVPD).

HOMO-LUMO gap, Eh: 0.3321
Total charge: 0
Molar mass, Da: 108.10
HOMO, eV: -9.525
LUMO energy, eV: -0.488

CARTESIAN COORDINATES (ANGSTROEM)
1 O 3.16426 0.02468 0.48263
2 N 2.60875 -0.52138 -0.40793
3 C 1.08947 -0.35202 -0.19239
4 C 0.49601 0.91848 -0.16801
5 C -0.77585 1.08731 -0.00321
6 C -1.55629 -0.21887 0.16366
7 C -0.89093 -1.36857 0.04312
8 N 0.42449 -1.53612 -0.07664
9 H 1.16330 1.81672 -0.27729
10 H -1.37265 1.76165 -0.06573
11 H -2.74126 0.31718 0.15805
12 H -1.60930 -1.92906 0.34375

---

Relative to the most stable structure, the computed energies are arrangement A 53.2; arrangement B 0.0; arrangement C 320.5, all in kJ/mol.

---

Arrangement A

Entry from the Open Molecules 2025 dataset: the molecule C7H9NO2 (wB97M-V/def2-TZVPD).

HOMO-LUMO gap, Eh: 0.3169
Total charge: 0
Molar mass, Da: 139.15
HOMO, eV: -7.707
LUMO energy, eV: 0.915

CARTESIAN COORDINATES (ANGSTROEM)
1 C -0.10686 1.96808 -1.77811
2 C 0.24593 0.82033 -0.76655
3 C 0.28837 -0.42407 -1.20174
4 C 0.62069 -1.65438 -0.55582
5 C 0.14050 -2.22296 0.61431
6 N -1.00392 -1.74546 1.20126
7 C -1.44334 -0.61891 1.44864
8 O -0.80217 0.49185 1.84639
9 C 0.57032 0.63521 1.59390
10 O 0.68057 1.38394 0.39169
11 H 0.65925 2.61441 -1.74501
12 H -0.94565 2.49212 -1.44851
13 H -0.38959 1.67092 -2.90737
14 H 0.17600 -0.47463 -2.24727
15 H 1.20003 -2.24292 -1.20977
16 H 0.50073 -3.09257 0.93724
17 H -2.45691 -0.41543 1.65725
18 H 0.97335 1.15555 2.43498
19 H 1.09271 -0.34108 1.73450

---

Arrangement B

Entry from the Open Molecules 2025 dataset: a cluster of 2 separate species, C7H9NO2 in total (wB97M-V/def2-TZVPD).

HOMO-LUMO gap, Eh: 0.3352
Total charge: 0
Molar mass, Da: 139.15
HOMO, eV: -8.558
LUMO energy, eV: 0.563

CARTESIAN COORDINATES (ANGSTROEM)
1 C -0.57279 0.39162 0.69295
2 C -0.79052 -0.94260 0.33063
3 C -2.01917 -1.33630 -0.31652
4 N -2.99393 -0.48686 -0.60965
5 C -2.79980 0.82424 -0.25823
6 C -1.57676 1.25910 0.30775
7 H 0.19427 0.75031 1.32026
8 H -0.08079 -1.75422 0.56873
9 H -2.32345 -2.36521 -0.51393
10 H -3.53942 1.61659 -0.65879
11 H -1.45508 2.28948 0.44858
12 C 2.95687 -0.42234 0.30475
13 C 1.76803 -0.09800 -0.51706
14 O 0.80298 -0.68939 -0.78609
15 O 1.84977 1.12456 -0.88781
16 H 3.02564 -1.53247 0.59253
17 H 3.85172 -0.11693 -0.32597
18 H 2.95295 0.04371 1.27846
19 H 0.74948 1.44474 -0.97060

---

Relative to the most stable structure, the computed energies are arrangement A 36.9; arrangement B 0.0, all in kJ/mol.

---

Arrangement A

Entry from the Open Molecules 2025 dataset: a cluster of 2 separate species, C4H15N2 in total (wB97M-V/def2-TZVPD).

HOMO-LUMO gap, Eh: 0.3412
Total charge: +1
Molar mass, Da: 91.18
HOMO, eV: -12.976
LUMO energy, eV: -3.691

CARTESIAN COORDINATES (ANGSTROEM)
1 C -2.12417 -0.47594 1.68856
2 N -1.10080 -1.52028 1.85726
3 H -1.80203 0.31450 0.99143
4 H -2.36431 -0.00281 2.65032
5 H -3.03522 -0.92430 1.28013
6 H -0.85585 -1.93461 0.96375
7 H -0.23789 -1.12991 2.26095
8 C -0.31454 0.27984 -1.74183
9 C 1.08907 0.62266 -1.16113
10 C 1.07366 1.60653 -0.03622
11 N 1.62487 -0.68649 -0.57972
12 H -0.21258 -0.52113 -2.48714
13 H -0.92056 -0.13378 -0.92002
14 H -0.86582 1.11488 -2.17429
15 H 1.78568 0.90825 -1.93728
16 H 0.33172 1.24303 0.67731
17 H 0.71295 2.59652 -0.40299
18 H 2.03589 1.71708 0.48574
19 H 1.59434 -1.41708 -1.35233
20 H 2.56554 -0.62071 -0.24781
21 H 1.02005 -1.03626 0.18531

---

Arrangement B

Entry from the Open Molecules 2025 dataset: a cluster of 2 separate species, C4H15N2 in total (wB97M-V/def2-TZVPD).

HOMO-LUMO gap, Eh: 0.3401
Total charge: +1
Molar mass, Da: 91.18
HOMO, eV: -12.525
LUMO energy, eV: -3.269

CARTESIAN COORDINATES (ANGSTROEM)
1 C 1.08979 -2.37783 -0.31719
2 N 0.04253 -1.33653 -0.01092
3 C -1.34674 -1.74217 -0.37897
4 H 2.05522 -1.88224 -0.26328
5 H 1.06677 -3.11189 0.48444
6 H 0.85649 -2.82051 -1.27744
7 H 0.30225 -0.47294 -0.49361
8 H 0.08877 -1.10593 0.98023
9 H -1.39721 -1.90546 -1.45192
10 H -2.03543 -0.96492 -0.07148
11 H -1.57683 -2.67955 0.12138
12 C -1.15506 1.75362 0.14481
13 N 0.09561 2.43613 0.34197
14 C 1.29168 1.61089 0.19279
15 H -1.25344 1.33330 -0.86016
16 H -1.38108 0.93085 0.85474
17 H -1.95727 2.48319 0.23180
18 H 0.14833 2.88625 1.24217
19 H 1.27690 0.82063 0.96319
20 H 2.16212 2.24695 0.32091
21 H 1.32241 1.15796 -0.80405

---

Arrangement C

Entry from the Open Molecules 2025 dataset: a cluster of 2 separate species, C4H15N2 in total (wB97M-V/def2-TZVPD).

HOMO-LUMO gap, Eh: 0.3386
Total charge: +1
Molar mass, Da: 91.18
HOMO, eV: -12.660
LUMO energy, eV: -3.447

CARTESIAN COORDINATES (ANGSTROEM)
1 C -0.65058 -0.08015 2.16393
2 N -1.95473 -0.65945 1.94809
3 C -2.16476 -1.06678 0.57362
4 H 0.10833 -0.87156 2.14874
5 H -0.35793 0.70536 1.43561
6 H -0.59186 0.38800 3.14349
7 H -2.66181 0.03627 2.16372
8 H -1.98413 -0.25805 -0.15334
9 H -3.18112 -1.42388 0.43707
10 H -1.50934 -1.90666 0.33133
11 C 1.22219 1.56935 -1.91363
12 C 1.97888 0.47636 -1.20437
13 N 1.02245 -0.61262 -0.73732
14 H 1.93804 2.30471 -2.27161
15 H 0.71452 1.17623 -2.79295
16 H 0.52231 2.08006 -1.25776
17 H 2.69205 -0.01342 -1.85713
18 H 2.48345 0.81245 -0.30757
19 H 0.53129 -0.33960 0.12412
20 H 1.52961 -1.47603 -0.53820
21 H 0.31314 -0.84060 -1.43586

---

Relative to the most stable structure, the computed energies are arrangement A 0.0; arrangement B 41.3; arrangement C 11.8, all in kJ/mol.

---

Arrangement A

Entry from the Open Molecules 2025 dataset: a cluster of 2 separate species, CH4NP in total (wB97M-V/def2-TZVPD).

HOMO-LUMO gap, Eh: 0.3875
Total charge: 0
Molar mass, Da: 61.02
HOMO, eV: -9.494
LUMO energy, eV: 1.050

CARTESIAN COORDINATES (ANGSTROEM)
1 C 1.70821 0.24684 -0.27041
2 N 1.65954 0.73885 -1.31095
3 P -0.66384 -0.69027 1.12102
4 H -1.01918 0.64995 1.28779
5 H 1.41334 1.07101 -2.21242
6 H -1.89450 -0.92621 1.56904
7 H -1.20358 -1.09016 -0.18408

---

Arrangement B

Entry from the Open Molecules 2025 dataset: a cluster of 2 separate species, CH4NP in total (wB97M-V/def2-TZVPD).

HOMO-LUMO gap (spin up / spin down), Eh: 0.3028 / 0.2479
Total charge: 0
Molar mass, Da: 61.02
HOMO (spin up / spin down), eV: -8.290 / -7.020
LUMO energy (spin up / spin down), eV: -0.049 / -0.276

CARTESIAN COORDINATES (ANGSTROEM)
1 C -0.46789 0.50610 -0.90520
2 N 0.94610 -1.15045 2.16276
3 P 0.15665 0.14962 2.10944
4 H 0.35192 1.09090 -0.83503
5 H -0.16363 -0.43624 -1.22956
6 H -1.42188 0.85409 -0.57970
7 H 1.43105 -1.83955 2.82648

---

Relative to the most stable structure, the computed energies are arrangement A 0.0; arrangement B 134.8, all in kJ/mol.

---

Arrangement A

Entry from the Open Molecules 2025 dataset: a cluster of 2 separate species, C5H8NO in total (wB97M-V/def2-TZVPD).

HOMO-LUMO gap (spin up / spin down), Eh: 0.2615 / 0.2616
Total charge: +1
Molar mass, Da: 98.12
HOMO (spin up / spin down), eV: -13.170 / -13.171
LUMO energy (spin up / spin down), eV: -6.054 / -6.053

CARTESIAN COORDINATES (ANGSTROEM)
1 C -0.39328 0.55929 0.08107
2 C 1.32905 -1.26264 0.79424
3 C 0.95431 -1.31868 -0.68872
4 C 0.92480 0.07654 -0.05102
5 C -0.74973 1.92962 -0.20260
6 N -2.43537 -1.05760 0.08112
7 O -3.33241 -0.44412 0.20148
8 H 0.76632 -1.69143 1.65561
9 H 2.41374 -1.14532 1.20430
10 H 1.79102 -1.44668 -1.35335
11 H 0.09407 -1.83548 -0.98200
12 H 1.74262 0.78958 0.09482
13 H -0.07775 2.60686 -0.55684
14 H -1.41293 2.24629 0.70851
15 H -1.61448 1.99378 -0.98664

---

Arrangement B

Entry from the Open Molecules 2025 dataset: the ion C5H8NO with charge +1 (wB97M-V/def2-TZVPD).

HOMO-LUMO gap, Eh: 0.3596
Total charge: +1
Molar mass, Da: 98.12
HOMO, eV: -13.824
LUMO energy, eV: -4.039

CARTESIAN COORDINATES (ANGSTROEM)
1 N -1.64469 -0.59151 -0.56924
2 C -0.41801 -0.54808 0.27900
3 C -0.36836 0.48703 1.44973
4 C 0.45929 1.27399 0.80785
5 C 0.55990 0.43180 -0.39048
6 C 1.91855 -0.15771 -0.63870
7 O 2.13811 -1.31939 -0.71123
8 H -1.46723 -1.45648 -1.15624
9 H -1.79139 0.26231 -1.08516
10 H -2.51130 -0.85733 -0.09716
11 H 0.12369 -1.40210 0.52275
12 H -0.72231 0.56122 2.48712
13 H 0.88391 2.14084 1.14493
14 H 0.05860 0.73287 -1.29213
15 H 2.78123 0.44254 -0.75104

---

Relative to the most stable structure, the computed energies are arrangement A 450.0; arrangement B 0.0, all in kJ/mol.

---

Arrangement A

Entry from the Open Molecules 2025 dataset: the ion C5H8NO with charge +1 (wB97M-V/def2-TZVPD).

HOMO-LUMO gap (spin up / spin down), Eh: 0.2740 / 0.2627
Total charge: +1
Molar mass, Da: 98.12
HOMO (spin up / spin down), eV: -14.370 / -13.798
LUMO energy (spin up / spin down), eV: -6.914 / -6.649

CARTESIAN COORDINATES (ANGSTROEM)
1 C -1.26766 -0.96389 0.19331
2 C -1.09227 -2.26255 0.52061
3 C -0.24587 -0.06241 -0.16377
4 C 0.90490 0.10324 0.67896
5 C -0.38045 1.09482 -1.02734
6 N -2.40133 -0.14553 0.24243
7 O -2.73228 0.99920 -0.08358
8 H -2.03840 -2.85478 0.62501
9 H -0.11006 -2.68182 0.36023
10 H 0.83494 -0.30361 1.68911
11 H 1.36651 1.13580 0.62716
12 H 1.77229 -0.48677 0.24473
13 H -0.63195 0.84561 -2.12684
14 H 0.62261 1.49126 -1.07109
15 H -1.06638 1.80653 -0.58442

---

Arrangement B

Entry from the Open Molecules 2025 dataset: the ion C5H8NO with charge +1 (wB97M-V/def2-TZVPD).

HOMO-LUMO gap, Eh: 0.3534
Total charge: +1
Molar mass, Da: 98.12
HOMO, eV: -14.072
LUMO energy, eV: -4.456

CARTESIAN COORDINATES (ANGSTROEM)
1 C -1.63502 0.77524 -1.27906
2 C -1.23612 -0.02726 -0.35565
3 C -0.43804 -0.50759 0.56502
4 C -0.69146 -1.27106 1.85354
5 N 0.91865 -0.00241 0.09249
6 C 1.26662 1.18052 0.39066
7 O 2.32308 1.69999 -0.21480
8 H -2.00811 1.69814 -1.15892
9 H -1.60481 0.48956 -2.31757
10 H -0.42087 -2.34545 1.71782
11 H -1.73650 -1.19006 2.03864
12 H -0.05223 -0.94244 2.68797
13 H 1.28237 -0.35527 -0.82500
14 H 0.85997 1.65565 1.24289
15 H 2.60346 2.56445 0.18008

---

Arrangement C

Entry from the Open Molecules 2025 dataset: a structure of composition C5H8NO (wB97M-V/def2-TZVPD).

HOMO-LUMO gap (spin up / spin down), Eh: 0.2472 / 0.2458
Total charge: +1
Molar mass, Da: 98.12
HOMO (spin up / spin down), eV: -15.931 / -15.891
LUMO energy (spin up / spin down), eV: -9.204 / -9.204

CARTESIAN COORDINATES (ANGSTROEM)
1 C -1.55139 0.78989 0.07119
2 C -0.81462 -0.06166 1.17740
3 C -0.32071 0.67543 -0.79079
4 C 1.17997 -1.44598 -0.16881
5 C 0.34811 -0.20557 0.17954
6 N 1.74501 -0.25934 0.23131
7 O 2.92275 0.70250 -0.62643
8 H -2.47517 0.45238 -0.34863
9 H -1.69207 1.83161 0.27701
10 H -0.31051 0.41917 1.94509
11 H -1.20935 -0.96404 1.38908
12 H -0.47365 0.43719 -1.83966
13 H 0.15561 1.58853 -0.87047
14 H 1.09382 -2.25962 0.52974
15 H 1.40221 -1.70047 -1.15558

---

Relative to the most stable structure, the computed energies are arrangement A 367.7; arrangement B 0.0; arrangement C 755.4, all in kJ/mol.

---

Arrangement A

Entry from the Open Molecules 2025 dataset: a structure of composition C2H6N2S (wB97M-V/def2-TZVPD).

HOMO-LUMO gap (spin up / spin down), Eh: 0.2790 / 0.2791
Total charge: 0
Molar mass, Da: 90.15
HOMO (spin up / spin down), eV: -6.889 / -6.893
LUMO energy (spin up / spin down), eV: 0.703 / 0.703

CARTESIAN COORDINATES (ANGSTROEM)
1 C -1.14576 0.89935 0.46207
2 C 0.03409 0.30019 -1.91105
3 N -1.02530 -0.30196 0.66815
4 N 1.88667 -0.16870 -0.21379
5 S 0.55218 -0.91048 -0.91546
6 H -1.86193 1.62564 0.93866
7 H 0.55940 1.02551 -2.44525
8 H -0.77330 -0.10450 -2.48875
9 H -1.51027 -1.12374 1.14929
10 H 1.77919 0.73519 0.10637
11 H 2.54755 -0.65181 0.42463

---

Arrangement B

Entry from the Open Molecules 2025 dataset: a structure of composition C2H6N2S (wB97M-V/def2-TZVPD).

HOMO-LUMO gap, Eh: 0.2964
Total charge: 0
Molar mass, Da: 90.15
HOMO, eV: -8.333
LUMO energy, eV: -0.268

CARTESIAN COORDINATES (ANGSTROEM)
1 C 2.12449 -0.47244 -0.19306
2 C -0.26136 -0.82889 0.36628
3 H 2.64504 -0.69748 0.99076
4 H 2.04922 -1.67375 -0.68216
5 H 2.38065 0.43209 -1.03762
6 H -0.61683 1.75480 -0.17838
7 H 0.48624 1.63151 1.25881
8 H -0.32904 -2.04385 0.55853
9 N 0.77862 -0.09432 -0.03121
10 N 0.70542 1.45160 0.05014
11 S -1.76140 -0.06852 -0.13011

---

Arrangement C

Entry from the Open Molecules 2025 dataset: the molecule C2H6N2S (wB97M-V/def2-TZVPD).

HOMO-LUMO gap, Eh: 0.3588
Total charge: 0
Molar mass, Da: 90.15
HOMO, eV: -8.912
LUMO energy, eV: 0.852

CARTESIAN COORDINATES (ANGSTROEM)
1 H 0.17054 -1.69731 1.92277
2 N -0.26049 -0.99512 1.36754
3 C 0.40665 -0.62873 0.38529
4 N 1.70422 -0.88345 0.08032
5 S -0.07779 0.56234 -0.81738
6 C -1.67682 1.21809 -0.17885
7 H 2.26013 -1.60858 0.50707
8 H 2.22547 -0.19301 -0.43723
9 H -2.18298 1.64728 -1.01149
10 H -1.49966 2.07948 0.48809
11 H -2.21398 0.38861 0.23515

---

Relative to the most stable structure, the computed energies are arrangement A 505.9; arrangement B 597.0; arrangement C 0.0, all in kJ/mol.

---

Arrangement A

Entry from the Open Molecules 2025 dataset: a cluster of 2 separate species, C3H4S in total (wB97M-V/def2-TZVPD).

HOMO-LUMO gap (spin up / spin down), Eh: 0.2678 / 0.2885
Total charge: 0
Molar mass, Da: 72.13
HOMO (spin up / spin down), eV: -8.225 / -9.001
LUMO energy (spin up / spin down), eV: -0.939 / -1.151

CARTESIAN COORDINATES (ANGSTROEM)
1 C -0.38544 -0.04575 -0.65442
2 C 1.51613 1.24369 0.26170
3 C -0.94014 -1.07778 0.14195
4 S -1.95693 0.50059 -0.14092
5 H 1.26475 2.02525 -0.56366
6 H 2.49539 0.61795 0.25890
7 H -1.32146 -1.91035 -0.50918
8 H -0.67230 -1.35360 1.20562

---

Arrangement B

Entry from the Open Molecules 2025 dataset: a structure of composition C3H4S (wB97M-V/def2-TZVPD).

HOMO-LUMO gap, Eh: 0.3413
Total charge: 0
Molar mass, Da: 72.13
HOMO, eV: -8.333
LUMO energy, eV: 0.954

CARTESIAN COORDINATES (ANGSTROEM)
1 C 0.73270 -0.36667 0.19315
2 C 0.24025 0.57128 1.02682
3 C -0.66996 -0.35605 -0.83708
4 S -1.24158 1.02207 0.27631
5 H 1.66504 -0.90606 -0.05148
6 H 0.76909 1.08545 1.79036
7 H -0.09017 0.05996 -1.62198
8 H -1.40537 -1.10998 -0.77611

---

Relative to the most stable structure, the computed energies are arrangement A 536.1; arrangement B 0.0, all in kJ/mol.